## w
One molecule with the formula C6H14NO, computed with ωB97M-V with the def2-TZVPD basis set.

Output
Orbital gap (spin up / spin down): 0.355 / 0.257 Ha
Spin multiplicity: 2

Last columns: bonded neighbours and bond lengths (Å).
CARTESIAN COORDINATES (ANGSTROEM)
1 C -0.4324 0.7579 -0.8606  N2 1.456, C6 1.503, H9 1.110, H10 1.126
2 N 0.6928 0.1402 -0.1733  C1 1.456, C3 1.430, H11 1.139
3 C 1.1216 0.7447 1.0502  N2 1.430, C4 1.596, H12 1.099, H13 1.140
4 C 2.3857 0.0814 1.7638  C3 1.596, O5 1.279, H14 1.240, H15 1.140
5 O 2.4208 0.4258 2.9950  C4 1.279
6 C -0.9404 -0.0279 -2.0365  C1 1.503, C8 1.485, H16 1.077, H17 1.144
7 C -2.9243 -0.7824 -0.7516  C8 1.517, H18 1.102, H19 1.065, H20 1.127
8 C -1.8549 -1.1646 -1.7572  C6 1.485, C7 1.517, H21 1.132, H22 1.083
9 H -1.2977 0.8029 -0.1667  C1 1.110
10 H -0.2743 1.8395 -1.1309  C1 1.126
11 H 0.5454 -0.9747 0.0061  N2 1.139
12 H 1.2385 1.8147 0.8306  C3 1.099
13 H 0.3204 0.7158 1.8606  C3 1.140
14 H 2.3578 -1.1331 1.5146  C4 1.240
15 H 3.3329 0.4613 1.2562  C4 1.140
16 H -1.3343 0.6235 -2.7984  C6 1.077
17 H -0.1587 -0.4104 -2.7796  C6 1.144
18 H -3.7860 -1.4009 -1.0522  C7 1.102
19 H -2.4566 -0.9895 0.1822  C7 1.065
20 H -3.3967 0.2378 -0.8320  C7 1.127
21 H -1.2637 -2.0527 -1.3793  C8 1.132
22 H -2.1741 -1.5763 -2.7066  C8 1.083

Atomic partial charges in e from the Mulliken method, atoms 1 to 2: -0.4382, -0.3037

***

## x
One molecule with the formula C6H14NO, computed with ωB97M-V with the def2-TZVPD basis set.

Output
Orbital gap (spin up / spin down): 0.372 / 0.279 Ha
Spin multiplicity: 2

Last columns: bonded neighbours and bond lengths (Å).
CARTESIAN COORDINATES (ANGSTROEM)
1 C -1.9090 1.3105 -0.1375  C2 1.580, H9 1.072, H10 1.121, H11 1.095
2 C -0.4588 0.6826 -0.1174  C1 1.580, C3 1.508, N6 1.530, H12 1.136
3 C -0.6636 -0.7022 0.4428  C2 1.508, C4 1.534, H13 1.076, H14 1.110
4 C 0.4335 -1.6147 -0.1188  C3 1.534, C5 1.515, H15 1.101, H16 1.100
5 C 0.4474 -3.0493 0.3669  C4 1.515, H17 1.128, H18 1.095, H19 1.126
6 N 0.3781 1.8105 0.4903  C2 1.530, C7 1.520, H20 0.966
7 C 1.6289 2.2067 -0.2769  N6 1.520, O8 1.349, H21 1.094, H22 1.083
8 O 1.4696 2.3369 -1.6103  C7 1.349
9 H -2.5640 0.4613 -0.1390  C1 1.072
10 H -1.9063 2.0383 -0.9898  C1 1.121
11 H -2.1910 1.7742 0.8133  C1 1.095
12 H -0.0700 0.8285 -1.1752  C2 1.136
13 H -0.6971 -0.7578 1.5172  C3 1.076
14 H -1.6542 -1.1363 0.1908  C3 1.110
15 H 1.4890 -1.3348 0.0242  C4 1.101
16 H 0.3597 -1.5485 -1.2145  C4 1.100
17 H 1.5269 -3.3722 0.4164  C5 1.128
18 H 0.0866 -3.1880 1.3911  C5 1.095
19 H 0.0335 -3.7850 -0.3787  C5 1.126
20 H -0.1442 2.5991 0.6878  N6 0.966
21 H 2.2996 1.3431 -0.2977  C7 1.094
22 H 2.1056 3.0970 0.1150  C7 1.083

Atomic partial charges in e from the Mulliken method, atoms 1 to 2: -1.6345, 0.5014

***

Compare the structures above. Which one is the most stable? x is.